w:
Entry from the Open Molecules 2025 dataset: an isolated ion of composition C3H7N2O and charge +1 (ωB97M-V with the def2-TZVPD basis set).

Computed properties:
Charge: +1
Frontier orbital gap (alpha / beta), eV: 4.96 / 10.39
Spin multiplicity: 1
HOMO energy (alpha / beta), eV: -12.66 / -15.38

Each atom is followed by the atoms it is bonded to, with distances in Å.
Cartesian coordinates (Å):
1 C 0.23793 -1.95281 1.57278  N5 1.279, H7 1.166
2 C -0.86090 0.17481 1.12271  N5 1.508, O6 1.392, H8 1.066, H9 1.133
3 C 0.27310 0.74828 -2.14251  N4 1.419, H10 1.121, H11 1.163, H12 1.170
4 N -0.33223 0.06055 -1.05864  C3 1.419, O6 1.325
5 N 0.12358 -0.70868 1.84687  C1 1.279, C2 1.508, H13 1.127
6 O -0.18835 0.76338 0.05512  C2 1.392, N4 1.325
7 H 1.01749 -2.61623 2.13059  C1 1.166
8 H -1.68935 -0.38022 0.74666  C2 1.066
9 H -1.15221 1.10189 1.70563  C2 1.133
10 H -0.66661 1.02410 -2.68828  C3 1.121
11 H 0.89138 1.63570 -1.71393  C3 1.163
12 H 0.77700 -0.12637 -2.73387  C3 1.170
13 H 0.78053 -0.11137 2.54064  N5 1.127

x:
Entry from the Open Molecules 2025 dataset: an isolated ion of composition C3H7N2O and charge +1 (ωB97M-V with the def2-TZVPD basis set).

Computed properties:
Charge: +1
Frontier orbital gap (alpha / beta), eV: 8.76 / 8.76
Spin multiplicity: 1
HOMO energy (alpha / beta), eV: -15.04 / -15.04
SMILES string: C/[NH+]=C(/C)N=O

Each atom is followed by the atoms it is bonded to, with distances in Å.
Cartesian coordinates (Å):
1 C -1.41586 1.21932 0.02937  N2 1.434, H7 1.069, H8 0.995, H9 1.092
2 N -0.10992 0.63392 0.11628  C1 1.434, C3 1.319, H10 1.001
3 C -0.00123 -0.68070 0.14662  N2 1.319, C4 1.522, N5 1.545
4 C 1.23096 -1.56754 0.03929  C3 1.522, H11 1.088, H12 1.056, H13 1.049
5 N -1.08625 -1.42509 0.95653  C3 1.545, O6 1.214
6 O -1.70511 -2.34432 0.46058  N5 1.214
7 H -1.72443 1.28867 -0.99207  C1 1.069
8 H -1.23870 2.13821 0.36700  C1 0.995
9 H -2.14696 0.52872 0.45581  C1 1.092
10 H 0.58146 1.29624 -0.17549  N2 1.001
11 H 2.04170 -1.02937 0.52694  C4 1.088
12 H 1.43321 -1.64346 -0.99443  C4 1.056
13 H 0.96522 -2.43705 0.56241  C4 1.049

y:
Entry from the Open Molecules 2025 dataset: an isolated ion of composition C3H7N2O and charge +1 (ωB97M-V with the def2-TZVPD basis set).

Computed properties:
Charge: +1
Frontier orbital gap, eV: 11.38
Spin multiplicity: 1
HOMO energy, eV: -15.21
SMILES string: C1CN2O[C@@H]2[NH2+]1

Each atom is followed by the atoms it is bonded to, with distances in Å.
Cartesian coordinates (Å):
1 C -0.24802 -0.97381 0.47590  C2 1.542, N6 1.486, H7 1.025, H8 1.042
2 C 0.14500 -0.75067 -0.99805  C1 1.542, N3 1.496, H9 1.054, H10 1.048
3 N 0.53084 0.68406 -1.17475  C2 1.496, O4 1.410, C5 1.373
4 O 1.64460 0.90340 -0.33870  N3 1.410, C5 1.312
5 C 0.45828 1.31297 0.04327  N3 1.373, O4 1.312, N6 1.540, H11 1.151
6 N -0.45138 0.42999 0.91779  C1 1.486, C5 1.540, H12 1.010, H13 1.023
7 H -1.03169 -1.63444 0.50196  C1 1.025
8 H 0.58955 -1.42247 0.90475  C1 1.042
9 H 0.77878 -1.46969 -1.43546  C2 1.054
10 H -0.62361 -0.90840 -1.69300  C2 1.048
11 H 0.07660 2.39250 0.16186  C5 1.151
12 H -1.43079 0.62739 0.76648  N6 1.010
13 H -0.43816 0.80917 1.86794  N6 1.023

z:
Entry from the Open Molecules 2025 dataset: a 2-piece molecular cluster, C3H7N2O overall (ωB97M-V with the def2-TZVPD basis set).

Computed properties:
Charge: +1
Frontier orbital gap, eV: 10.30
Spin multiplicity: 1
HOMO energy, eV: -14.34

Each atom is followed by the atoms it is bonded to, with distances in Å.
Cartesian coordinates (Å):
1 C -0.20810 -0.13981 0.01606  C2 1.425, N5 1.372, H6 1.094
2 C 0.20121 -0.93120 1.12787  C1 1.425, N3 1.438, H7 1.106
3 N -0.13746 -2.25954 0.69406  C2 1.438, C4 1.487, H8 1.017
4 C -0.53352 -2.22408 -0.73910  N3 1.487, N5 1.346, H9 1.098
5 N -0.57570 -0.91576 -1.05407  C1 1.372, C4 1.346, H10 1.072
6 H -0.13597 0.92883 -0.20799  C1 1.094
7 H 0.54549 -0.80033 2.17049  C2 1.106
8 H 0.12412 -3.17071 1.06263  N3 1.017
9 H -0.88955 -3.01108 -1.41627  C4 1.098
10 H -0.74920 -0.49861 -2.02676  N5 1.072
11 H 1.25583 4.41493 0.73539  O13 0.985
12 H 0.42275 4.65521 -0.44570  O13 0.917
13 O 0.68010 3.95217 0.08341  H11 0.985, H12 0.917

Relative to the most stable structure, the computed energies are w 6.633; x 3.640; y 3.513; z 0.000, all in eV.

w:
Entry from the Open Molecules 2025 dataset: a 2-piece molecular cluster, C3H7N2S overall (ωB97M-V with the def2-TZVPD basis set).

Computed properties:
Charge: +1
Frontier orbital gap, eV: 7.86
Spin multiplicity: 1
HOMO energy, eV: -13.47

Each atom is followed by the atoms it is bonded to, with distances in Å.
Cartesian coordinates (Å):
1 C -1.09746 0.01377 -1.01874  C2 1.483, N4 1.272, H7 1.049
2 C -0.37207 0.86976 -0.04960  C1 1.483, N5 1.369, H8 1.052, H9 1.097
3 C -1.47180 -0.77799 0.90708  N4 1.348, N5 1.281, H10 1.044
4 N -1.63179 -0.97109 -0.41721  C1 1.272, C3 1.348
5 N -0.75764 0.26442 1.11578  C2 1.369, C3 1.281, H12 1.055
6 S 2.97259 0.16133 -0.29497  H11 1.421, H13 1.343
7 H -1.13093 0.00108 -2.06730  C1 1.049
8 H 0.62539 0.86386 -0.38409  C2 1.052
9 H -0.71764 1.90231 -0.17978  C2 1.097
10 H -1.97781 -1.42244 1.55350  C3 1.044
11 H 3.89068 -0.47944 -1.16983  S6 1.421
12 H -0.50606 0.47771 2.11791  N5 1.055
13 H 2.17454 -0.90328 -0.11275  S6 1.343

x:
Entry from the Open Molecules 2025 dataset: an isolated ion of composition C3H7N2S and charge +1 (ωB97M-V with the def2-TZVPD basis set).

Computed properties:
Charge: +1
Frontier orbital gap, eV: 9.41
Spin multiplicity: 1
HOMO energy, eV: -13.23
SMILES string: C=CS/[NH+]=C/N

Each atom is followed by the atoms it is bonded to, with distances in Å.
Cartesian coordinates (Å):
1 C -3.23150 0.27504 0.20772  C2 1.357, H7 1.096, H8 1.108
2 C -2.00928 0.21671 -0.37795  C1 1.357, S3 1.941, H9 1.122
3 S -0.70963 -1.19110 -0.06701  C2 1.941, N4 1.765
4 N 0.68676 -0.15963 0.24926  S3 1.765, C5 1.345, H10 0.997
5 C 1.91245 -0.37827 -0.25877  N4 1.345, N6 1.302, H11 1.161
6 N 3.06132 0.09189 0.13523  C5 1.302, H12 1.040, H13 1.026
7 H -3.89186 1.13739 0.06390  C1 1.096
8 H -3.82662 -0.52645 0.68886  C1 1.108
9 H -1.60291 0.88027 -1.18677  C2 1.122
10 H 0.59015 0.50911 0.98274  N4 0.997
11 H 1.98734 -1.29373 -0.96863  C5 1.161
12 H 3.86762 -0.33852 -0.36020  N6 1.040
13 H 3.16616 0.77729 0.89161  N6 1.026

y:
Entry from the Open Molecules 2025 dataset: an isolated ion of composition C3H7N2S and charge +1 (ωB97M-V with the def2-TZVPD basis set).

Computed properties:
Charge: +1
Frontier orbital gap (alpha / beta), eV: 8.04 / 7.65
Spin multiplicity: 1
HOMO energy (alpha / beta), eV: -13.92 / -13.76

Each atom is followed by the atoms it is bonded to, with distances in Å.
Cartesian coordinates (Å):
1 C -1.46041 0.99759 0.38509  N5 1.292, S6 1.618
2 C -0.27348 -1.93693 -0.76098  N4 1.415, H7 1.163, H8 1.090, H9 1.050
3 C 1.26091 1.63530 0.94125  S6 1.980, H10 1.156, H11 1.090, H12 1.074
4 N -0.50107 -0.84309 0.10686  C2 1.415, N5 1.275
5 N -1.13690 0.09386 -0.47981  C1 1.292, N4 1.275, H13 1.009
6 S -0.64167 2.06943 1.27905  C1 1.618, C3 1.980
7 H 0.84769 -2.22776 -0.65643  C2 1.163
8 H -0.83632 -2.84982 -0.56745  C2 1.090
9 H -0.44545 -1.65627 -1.75821  C2 1.050
10 H 1.47923 1.24437 2.00660  C3 1.156
11 H 1.92287 2.48704 0.78305  C3 1.090
12 H 1.27576 0.91397 0.14563  C3 1.074
13 H -1.49114 0.07230 -1.42465  N5 1.009

z:
Entry from the Open Molecules 2025 dataset: an isolated ion of composition C3H7N2S and charge +1 (ωB97M-V with the def2-TZVPD basis set).

Computed properties:
Charge: +1
Frontier orbital gap, eV: 8.33
Spin multiplicity: 1
HOMO energy, eV: -13.70

Each atom is followed by the atoms it is bonded to, with distances in Å.
Cartesian coordinates (Å):
1 C 0.81657 -0.82289 -0.79922  C2 1.298, N5 1.308, H7 1.083
2 C 0.96586 0.16642 0.02820  C1 1.298, S6 1.589
3 C -1.39880 0.11551 -1.08200  N5 1.450, H8 1.086, H9 1.102, H10 1.091
4 N 0.74425 0.99534 2.43000  S6 1.658, H11 1.015, H12 0.987
5 N -0.37085 -0.87325 -1.34501  C1 1.308, C3 1.450, H13 0.971
6 S 1.52163 1.29674 0.99738  C2 1.589, N4 1.658
7 H 1.47234 -1.67345 -0.93533  C1 1.083
8 H -2.11734 0.07737 -0.26861  C3 1.086
9 H -0.83596 1.05567 -0.96785  C3 1.102
10 H -1.98164 0.05559 -2.00209  C3 1.091
11 H 0.56223 -0.00311 2.44218  N4 1.015
12 H 1.18824 1.35072 3.23644  N4 0.987
13 H -0.56653 -1.74066 -1.73410  N5 0.971

Relative to the most stable structure, the computed energies are w 0.097; x 0.000; y 3.797; z 1.383, all in eV.

w:
Entry from the Open Molecules 2025 dataset: one molecule with the formula C2H4N2S2 (ωB97M-V with the def2-TZVPD basis set).

Computed properties:
Charge: 0
Frontier orbital gap, eV: 8.65
Spin multiplicity: 1
HOMO energy, eV: -8.04
SMILES string: C1=NSCSN1

Each atom is followed by the atoms it is bonded to, with distances in Å.
Cartesian coordinates (Å):
1 C 0.12621 1.60480 0.11878  N2 1.273, N6 1.379, H7 1.096
2 N -1.03220 1.23027 -0.25226  C1 1.273, S3 1.726
3 S -1.61186 -0.38759 -0.09640  N2 1.726, C4 1.837
4 C -0.13039 -1.25750 0.55321  S3 1.837, S5 1.833, H8 1.103, H9 1.107
5 S 1.37309 -0.71097 -0.34109  C4 1.833, N6 1.693
6 N 1.29673 0.88394 0.22281  C1 1.379, S5 1.693, H10 1.022
7 H 0.30531 2.66407 0.33690  C1 1.096
8 H -0.01974 -0.90980 1.59428  C4 1.103
9 H -0.35264 -2.33883 0.46711  C4 1.107
10 H 2.06070 1.27831 0.77569  N6 1.022

x:
Entry from the Open Molecules 2025 dataset: one molecule with the formula C2H4N2S2 (ωB97M-V with the def2-TZVPD basis set).

Computed properties:
Charge: 0
Frontier orbital gap, eV: 8.30
Spin multiplicity: 1
HOMO energy, eV: -8.82
SMILES string: NC(=S)/C=N\S

Each atom is followed by the atoms it is bonded to, with distances in Å.
Cartesian coordinates (Å):
1 N -0.45104 0.07428 -1.41109  C2 1.344, H7 1.004, H8 1.028
2 C -1.05914 0.41643 -0.26226  N1 1.344, S3 1.633, C4 1.510
3 S -2.61623 0.89944 -0.17583  C2 1.633
4 C -0.28831 0.25948 1.02680  C2 1.510, N5 1.293, H9 1.082
5 N 0.86590 -0.25060 1.31045  C4 1.293, S6 1.703
6 S 2.09432 -0.55046 0.16991  N5 1.703, H10 1.321
7 H 0.46326 -0.34042 -1.39228  N1 1.004
8 H -1.01911 0.00618 -2.26462  N1 1.028
9 H -0.83936 0.59059 1.89732  C4 1.082
10 H 2.84971 -1.10492 1.10160  S6 1.321

Relative to the most stable structure, the computed energies are w 0.195; x 0.000, all in eV.